1.
62
Properties=species:S:1:pos:R:3:forces:R:3 method="wB97M-V/def2-TZVPD" total_charge=0 de_lowest_kj_mol=0.0 molar_mass_g_mol=444.53 lumo_energy_ev=0.57 smiles="O=C(NCCCN1CCN(CCCNC(=O)c2ccc(F)cc2)CC1)c1ccc(F)cc1"
O -4.6875 -2.0126 0.3032 -0.1 -0.2 0.3
C -3.9361 -1.1561 -0.1242 0.1 0.2 -0.3
N -3.0390 -1.3821 -1.1143 -0.1 0.1 -0.1
C -2.8573 -2.7100 -1.6507 0.0 -0.3 0.2
C -1.7793 -3.5057 -0.9117 0.1 0.3 -0.2
C -0.3700 -2.9605 -1.1445 -0.2 -0.2 0.1
N -0.2112 -1.5809 -0.6978 0.0 0.1 -0.2
C 0.9422 -0.9127 -1.2735 0.3 0.0 0.0
C 2.2767 -1.3828 -0.6840 -0.2 0.2 -0.2
N 2.2885 -1.1848 0.7590 -0.2 -0.2 0.1
C 3.5547 -1.5898 1.3649 0.3 0.0 -0.1
C 4.7110 -0.6292 1.0764 -0.3 0.1 0.2
C 4.4759 0.7622 1.6700 0.3 0.0 0.0
N 3.2827 1.3621 1.1237 -0.1 0.0 0.2
C 3.3295 2.3612 0.2137 -0.2 -0.1 0.2
O 4.3399 2.9713 -0.0785 0.2 0.1 -0.2
C 1.9985 2.6595 -0.4046 0.0 0.1 -0.1
C 1.9666 3.1042 -1.7221 0.0 -0.1 0.2
C 0.7617 3.3437 -2.3559 -0.2 0.0 0.0
C -0.4083 3.1466 -1.6450 0.1 -0.1 0.1
F -1.5920 3.3593 -2.2584 0.0 0.0 0.0
C -0.4064 2.7393 -0.3224 -0.2 0.0 -0.2
C 0.8063 2.4943 0.2948 0.2 0.1 -0.2
C 1.1627 -1.8807 1.3671 -0.3 0.0 0.0
C -0.1577 -1.4111 0.7444 0.1 -0.1 0.2
C -3.9840 0.2527 0.3733 -0.1 0.1 0.1
C -3.7802 1.3399 -0.4706 0.0 -0.1 0.2
C -3.9136 2.6312 0.0090 -0.1 0.2 0.2
C -4.2361 2.8176 1.3419 0.0 -0.1 -0.1
F -4.3531 4.0750 1.8162 0.0 -0.1 -0.1
C -4.4457 1.7539 2.2021 0.0 0.2 0.0
C -4.3303 0.4703 1.7038 0.0 0.0 -0.1
H -2.2526 -0.7585 -1.2256 -0.1 0.0 0.2
H -2.6012 -2.6234 -2.7101 0.0 -0.1 0.0
H -3.8164 -3.2238 -1.5503 0.1 0.1 -0.1
H -2.0214 -3.5154 0.1514 0.0 -0.1 0.1
H -1.8027 -4.5378 -1.2655 0.0 -0.1 0.1
H 0.3485 -3.6456 -0.6687 0.0 0.0 -0.1
H -0.1711 -2.9716 -2.2201 0.1 0.0 0.0
H 0.9465 -1.0674 -2.3545 0.0 0.0 0.0
H 0.8294 0.1587 -1.0799 0.1 0.0 -0.1
H 3.0796 -0.7936 -1.1296 0.0 -0.1 0.0
H 2.4471 -2.4435 -0.9399 0.1 0.0 0.0
H 3.8379 -2.6047 1.0345 -0.1 0.0 0.1
H 3.3995 -1.6254 2.4472 0.0 -0.1 0.0
H 4.8724 -0.5366 0.0020 0.1 0.0 0.0
H 5.6176 -1.0509 1.5129 0.0 0.0 0.0
H 5.3147 1.4230 1.4390 -0.1 -0.1 0.1
H 4.3681 0.6883 2.7576 0.1 0.0 0.0
H 2.4909 0.7236 1.1128 0.0 0.2 -0.2
H 2.9016 3.2554 -2.2396 0.1 0.0 0.0
H 0.7186 3.6792 -3.3799 0.0 0.0 -0.1
H -1.3402 2.6184 0.2040 -0.1 0.0 0.0
H 0.8220 2.1961 1.3322 0.0 0.0 0.1
H 1.1514 -1.6541 2.4363 0.0 -0.1 0.0
H 1.2614 -2.9744 1.2559 0.0 0.0 0.0
H -0.9882 -1.9453 1.2065 0.0 0.1 0.0
H -0.2845 -0.3422 0.9453 0.0 0.0 0.1
H -3.5427 1.1863 -1.5122 0.0 0.0 -0.1
H -3.7748 3.4839 -0.6368 0.0 0.1 0.0
H -4.7063 1.9396 3.2320 0.0 0.0 0.1
H -4.5141 -0.3836 2.3377 0.0 -0.1 0.0

2.
39
Properties=species:S:1:pos:R:3:forces:R:3 method="wB97M-V/def2-TZVPD" total_charge=0 de_lowest_kj_mol=68.0 molar_mass_g_mol=202.29 lumo_energy_ev=0.56 smiles=CCO.CCO.CCO.CCO.O
C -4.0020 1.1841 2.1018 0.7 1.0 0.4
C -3.0516 0.5725 3.1256 -0.1 -1.4 -1.2
O -3.6702 0.5103 4.3898 -0.2 0.4 0.2
H -4.8300 0.5968 1.7158 0.0 -0.3 0.5
H -3.4121 1.4857 1.2339 0.0 0.1 0.0
H -4.3512 2.0954 2.5974 -0.4 0.0 -0.4
H -2.0999 1.1107 3.1146 -0.1 0.3 0.3
H -2.8037 -0.4388 2.7710 0.1 0.0 0.2
H -3.2835 -0.1870 4.9214 0.1 0.0 0.0
C 1.0443 2.3890 -2.5899 0.9 0.0 -0.7
C 1.1814 2.4963 -1.0974 -0.4 0.2 0.4
O -0.0003 2.0831 -0.3992 -0.1 -0.4 0.2
H 1.9711 2.7243 -3.0735 0.0 0.2 0.2
H 0.2677 3.0424 -2.9896 -0.2 -0.2 0.1
H 0.9523 1.3630 -2.9501 -0.5 0.0 0.2
H 1.3932 3.5355 -0.8184 0.2 -0.1 0.0
H 1.9595 1.8420 -0.7021 0.1 0.2 -0.1
H -0.7410 2.6613 -0.6057 0.1 0.1 -0.1
C 3.6368 -2.0955 -1.9229 -1.2 -0.7 -0.2
C 3.2517 -0.8354 -1.1347 0.5 -1.2 0.4
O 3.7324 -0.9176 0.2075 -0.2 0.3 -0.4
H 3.6893 -1.8930 -2.9948 0.2 -0.1 0.0
H 2.8362 -2.8404 -1.8010 -0.1 0.2 -0.1
H 4.4886 -2.6795 -1.5786 0.5 0.8 0.1
H 2.1616 -0.7757 -1.0901 -0.1 0.3 -0.3
H 3.6586 0.0326 -1.6488 0.1 0.3 0.4
H 3.2074 -1.6106 0.6409 0.3 0.2 0.2
C -2.3477 -0.7966 -0.8067 0.7 -0.4 0.6
C -0.8594 -1.1712 -0.9270 -1.0 0.4 -1.1
O -0.2150 -1.0003 0.3050 0.6 -0.3 0.5
H -2.4173 0.2430 -0.4874 -0.3 0.1 -0.4
H -2.7585 -1.3850 0.0179 -0.1 -0.1 -0.1
H -2.9119 -1.0438 -1.7042 0.0 0.4 -0.1
H -0.3554 -0.5619 -1.6894 -0.2 0.1 0.0
H -0.8064 -2.1901 -1.3199 0.4 -0.2 0.6
H -0.0329 -0.0544 0.3929 0.0 0.0 0.0
O 2.1665 -2.4297 2.0611 -0.5 0.0 0.0
H 2.0744 -2.9785 2.8465 0.1 0.0 -0.1
H 1.2767 -2.0826 1.8882 0.2 0.0 -0.1

3.
23
Properties=species:S:1:pos:R:3:forces:R:3 method="wB97M-V/def2-TZVPD" spin_multiplicity=3 total_charge=-1 molar_mass_g_mol=202.16 lumo_energy_ev="2.80 / 0.95"
C 1.8434 -1.2615 -1.6058 -3.2 2.0 -1.1
C 0.0789 1.2027 2.5456 3.5 3.3 2.8
C -0.9027 -1.0810 -1.7211 0.1 0.3 0.0
C -1.2982 -0.9780 -0.2435 -0.2 0.0 0.1
C 0.3687 -0.2611 -1.8332 1.7 -2.2 -0.5
C -0.7991 0.3969 0.2342 0.2 -0.1 -0.2
C -0.8063 0.4912 1.8137 -2.0 -2.7 -4.8
C 0.4136 0.6350 -0.7517 -3.2 -1.3 2.6
N 1.3013 1.5334 -0.4252 1.8 3.2 2.0
O 2.8185 -0.5551 -1.5948 2.3 0.9 0.2
O -0.0347 1.1528 3.9327 0.1 -0.1 -1.2
O 1.5685 -2.4278 -1.5736 0.2 -2.9 0.4
O 0.9838 1.9679 2.0804 -2.6 -1.8 2.0
F -1.7528 -0.3363 2.4224 1.6 1.5 -0.3
H -0.7284 -2.1203 -2.0051 0.1 0.1 0.0
H -1.6830 -0.6689 -2.3718 -0.1 0.0 0.1
H -2.3726 -1.0996 -0.0966 -0.1 -0.1 0.1
H -0.7877 -1.7555 0.3272 0.0 0.0 0.0
H 0.6342 0.1094 -2.8204 -0.3 0.4 -0.4
H -1.5186 1.1608 -0.1229 -0.5 0.2 0.5
H 2.1613 1.5549 -0.9583 -0.1 -0.3 0.4
H 1.2458 1.8219 0.6393 0.8 -0.5 -3.1
H -0.7340 0.5183 4.1284 -0.1 -0.1 0.2

4.
65
Properties=species:S:1:pos:R:3:forces:R:3 method="wB97M-V/def2-TZVPD" total_charge=0 de_lowest_kj_mol=10.9 molar_mass_g_mol=532.69 lumo_energy_ev=-0.28 smiles="Cc1ccc(C)c(NS(=O)(=O)c2ccc3c(c2)Cc2cc(S(=O)(=O)Nc4cc(C)ccc4C)ccc2-3)c1"
C -9.2432 -1.5155 -1.0294 0.0 0.0 0.1
C -7.7606 -1.4973 -0.8127 0.1 0.0 -0.1
C -7.0474 -2.6775 -0.6499 0.0 0.1 0.0
C -5.6826 -2.6452 -0.4367 -0.1 0.1 0.0
C -4.9795 -1.4497 -0.3733 0.0 0.0 -0.1
C -3.4981 -1.4491 -0.1610 -0.1 -0.1 0.0
C -5.6975 -0.2620 -0.5167 -0.2 -0.9 0.1
N -5.0378 0.9817 -0.4769 0.4 0.6 0.6
S -4.2557 1.5108 0.9235 0.0 0.4 -0.1
O -4.4220 0.5752 1.9947 0.1 -0.2 -0.3
O -4.6877 2.8666 1.1122 0.0 0.0 -0.3
C -2.5329 1.5644 0.4410 -0.4 -0.1 0.3
C -2.1976 2.1668 -0.7582 0.1 0.1 -0.2
C -0.8691 2.2542 -1.1411 0.0 0.0 0.1
C 0.1005 1.7348 -0.2945 -0.5 -0.1 0.3
C -0.2536 1.1386 0.9288 -0.1 0.2 -0.3
C -1.5788 1.0533 1.3035 -0.1 0.0 0.1
C 0.9717 0.6695 1.6543 0.0 -0.1 0.2
C 2.0735 1.0523 0.7134 0.0 0.2 -0.3
C 3.4321 0.8495 0.8350 -0.1 0.1 0.1
C 4.2429 1.2628 -0.2080 0.6 -0.1 0.2
S 5.9600 0.7599 -0.2004 -0.1 0.0 -0.4
O 6.7244 1.5654 -1.1038 -0.2 0.0 -0.2
O 6.4112 0.5962 1.1450 -0.3 -0.2 0.1
N 5.8386 -0.7505 -0.9364 0.5 0.7 0.1
C 4.8275 -1.6043 -0.4673 -0.5 -0.7 0.4
C 4.8770 -1.9972 0.8638 -0.1 -0.2 -0.1
C 3.8840 -2.7936 1.4135 -0.1 0.1 -0.1
C 3.9527 -3.2123 2.8503 0.0 -0.1 0.0
C 2.8384 -3.2060 0.5972 0.0 0.0 0.0
C 2.7962 -2.8300 -0.7328 0.0 0.0 0.0
C 3.7765 -2.0224 -1.2902 0.1 0.1 0.0
C 3.7028 -1.6024 -2.7294 0.0 0.0 0.1
C 3.7399 1.8851 -1.3364 0.0 0.2 -0.2
C 2.3784 2.1136 -1.4525 0.0 -0.1 0.1
C 1.5463 1.6771 -0.4307 0.6 -0.1 0.2
C -7.0696 -0.2981 -0.7380 0.1 0.0 0.0
H -9.7582 -1.5402 -0.0688 -0.1 0.0 0.0
H -9.5404 -2.3976 -1.5919 -0.1 0.0 0.0
H -9.5703 -0.6275 -1.5646 -0.1 0.0 0.0
H -7.5628 -3.6255 -0.6959 -0.1 -0.1 0.0
H -5.1415 -3.5735 -0.3231 0.1 -0.1 0.0
H -3.2767 -1.2037 0.8761 0.1 -0.1 0.0
H -3.0831 -2.4298 -0.3830 0.1 0.0 0.0
H -3.0200 -0.7057 -0.7966 0.1 0.0 0.0
H -5.6304 1.7384 -0.7904 0.0 0.2 0.0
H -2.9852 2.5592 -1.3810 0.0 0.1 -0.2
H -0.5963 2.7187 -2.0759 0.0 0.1 -0.1
H -1.8950 0.6052 2.2322 0.0 -0.1 0.1
H 0.9544 -0.4084 1.8292 0.0 0.0 0.0
H 1.0786 1.1563 2.6257 0.0 0.0 0.1
H 3.8764 0.3860 1.7000 0.0 -0.1 0.1
H 5.8697 -0.6427 -1.9387 0.1 0.1 -0.1
H 5.7017 -1.6485 1.4650 0.1 0.0 0.1
H 4.5310 -2.4998 3.4327 0.0 0.0 0.1
H 4.4381 -4.1851 2.9305 0.0 -0.1 0.1
H 2.9563 -3.3003 3.2783 0.0 0.0 0.1
H 2.0534 -3.8275 1.0029 -0.1 -0.1 0.1
H 1.9747 -3.1602 -1.3524 -0.1 0.0 -0.1
H 3.6945 -0.5148 -2.8162 0.0 0.0 -0.1
H 4.5555 -1.9865 -3.2904 0.0 0.0 -0.1
H 2.7954 -1.9880 -3.1871 0.0 0.0 -0.1
H 4.4336 2.1901 -2.1049 0.0 0.1 -0.1
H 1.9754 2.6057 -2.3240 0.0 0.1 -0.1
H -7.6045 0.6351 -0.8547 -0.1 0.1 0.0

5.
7
Properties=species:S:1:pos:R:3:forces:R:3 method="wB97M-V/def2-TZVPD" total_charge=0 de_lowest_kj_mol=128.9 molar_mass_g_mol=140.14 lumo_energy_ev=-0.88
C -1.0412 0.2740 -0.9357 -1.1 1.2 -1.7
O -2.1554 0.3635 -1.1336 -1.4 -0.4 0.3
O 1.1264 -1.4908 0.1257 0.3 -0.8 0.3
O 0.1193 0.3879 -1.0659 1.5 0.7 -1.8
O -0.6979 -0.2072 1.0169 -2.6 0.2 2.2
S 1.9796 0.9519 1.2930 -1.0 -0.4 0.0
S 0.6692 -0.2793 0.6996 4.4 -0.6 0.7

6.
9
Properties=species:S:1:pos:R:3:forces:R:3 method="wB97M-V/def2-TZVPD" total_charge=-1 de_lowest_kj_mol=298.5 molar_mass_g_mol=111.10 lumo_energy_ev=3.31
C -1.7170 2.3996 -0.0577 2.5 -0.5 -2.2
O 0.7195 -2.7099 -0.6251 -1.4 -0.6 -0.6
O 1.7692 -1.1964 1.1726 -0.3 1.2 -0.3
O -2.4742 2.3149 0.8059 -2.4 -0.5 2.8
O -1.2364 3.0561 -0.9240 0.4 0.0 -0.5
S 2.1569 -2.2354 -0.0878 -0.5 2.2 0.7
H -0.8142 0.7217 -0.0672 -0.2 0.8 -0.1
H 1.4087 -0.2306 1.0028 0.8 -2.7 -0.6
H 0.1876 -2.1199 -1.2196 1.2 0.0 0.8